Entry 1:
{
  "formula": "C4H5NO2",
  "method": "ωB97M-V/def2-TZVPD",
  "e_tot_ha": -360.63548,
  "smiles": "O=C1CCN=CO1",
  "e_lumo_ev": 0.5418,
  "max_force_ev_per_a": 0.90,
  "de_lowest_ev": 0.923,
  "orbital_gap_ev": 10.60,
  "elements": ["O", "C", "C", "C", "N", "C", "O", "H", "H", "H", "H", "H"],
  "positions_angstrom": [[-0.876532, 2.455134, 0.110171], [-0.323946, 1.392917, 0.120377], [-1.011796, 0.047986, 0.244992], [-0.251297, -1.155823, -0.352389], [1.143340, -0.896075, -0.632103], [1.652098, 0.148011, -0.159671], [1.044051, 1.348127, 0.141202], [-1.131995, -0.089964, 1.327195], [-2.004692, 0.164831, -0.186880], [-0.777017, -1.623501, -1.190100], [-0.140108, -1.949717, 0.398220], [2.677895, 0.158075, 0.178987]],
  "forces_ev_per_a": [[0.3, -0.6, -0.1], [-0.4, 0.2, 0.1], [-0.1, 0.0, 0.0], [-0.2, 0.0, 0.0], [0.4, 0.0, 0.7], [0.1, -0.4, 0.0], [-0.2, -0.1, 0.2], [-0.1, 0.0, -0.2], [0.0, 0.0, 0.1], [0.2, 0.3, -0.1], [-0.5, 0.1, -0.1], [0.4, 0.4, -0.7]]
}

Entry 2:
{
  "formula": "C24H28NO3Pd",
  "method": "ωB97M-V/def2-TZVPD",
  "e_tot_ha": -1339.52722,
  "charge": -1,
  "e_lumo_ev": [1.6944, 1.6945],
  "max_force_ev_per_a": 3.14,
  "de_lowest_ev": 0.637,
  "orbital_gap_ev": [3.22, 3.22],
  "elements": ["Pd", "C", "C", "C", "C", "C", "C", "C", "C", "C", "C", "H", "H", "H", "H", "H", "H", "H", "H", "H", "H", "H", "H", "H", "H", "H", "C", "O", "C", "C", "C", "C", "C", "C", "N", "C", "C", "C", "C", "C", "C", "C", "O", "H", "H", "H", "H", "H", "H", "H", "H", "H", "H", "H", "H", "H", "O"],
  "positions_angstrom": [[1.443845, 0.142169, 1.353698], [0.398940, 1.312567, 3.320403], [-0.615741, 1.180132, 2.368894], [-0.889077, -0.215336, 2.212960], [-0.053168, -0.935343, 3.079223], [0.769479, -0.001250, 3.748441], [1.848324, -0.285095, 4.738132], [-0.063012, -2.419916, 3.235660], [-1.881697, -0.815463, 1.285504], [-1.337145, 2.275512, 1.661096], [1.045898, 2.569018, 3.804706], [2.806367, 0.097653, 4.388259], [1.967820, -1.355465, 4.902687], [1.638903, 0.178491, 5.705849], [0.109711, -2.929947, 2.286040], [-1.018579, -2.780358, 3.626064], [0.713914, -2.751989, 3.923502], [-1.426366, -1.126238, 0.351176], [-2.673354, -0.106276, 1.036954], [-2.357343, -1.695797, 1.724942], [-1.268661, 2.175556, 0.574879], [-0.928416, 3.252028, 1.921098], [-2.400372, 2.290447, 1.915828], [2.115229, 2.577267, 3.583767], [0.942032, 2.691476, 4.886565], [0.607842, 3.450209, 3.334494], [-0.628191, -4.566027, -2.695201], [-0.425161, -3.313413, -3.338611], [-1.225000, -2.286138, -2.940340], [-2.545195, -2.448825, -2.526380], [-3.299620, -1.335813, -2.184778], [-2.738705, -0.068569, -2.252012], [-1.421954, 0.099451, -2.667937], [-0.656096, -1.006274, -3.018310], [0.652978, -0.948160, -3.567064], [1.487170, 0.012788, -3.631735], [1.505113, 1.228047, -2.880034], [1.760973, 2.453116, -3.559830], [1.854371, 3.635524, -2.890556], [1.738030, 3.630542, -1.480992], [1.542863, 2.478035, -0.772883], [1.410271, 1.201928, -1.421602], [1.293831, 0.113955, -0.770505], [0.256392, -5.164890, -2.904543], [-1.508459, -5.079455, -3.091328], [-0.732114, -4.430321, -1.614593], [-2.979274, -3.438334, -2.474059], [-4.321233, -1.465714, -1.845967], [-3.318037, 0.801650, -1.964062], [-0.992427, 1.089805, -2.717071], [0.967148, -1.852574, -3.968183], [2.309449, -0.205505, -4.329095], [1.859801, 2.431416, -4.640187], [2.024153, 4.561172, -3.424443], [1.825783, 4.568026, -0.940698], [1.491911, 2.475913, 0.313166], [3.315882, 0.054568, 1.229025]],
  "forces_ev_per_a": [[0.0, -0.3, 0.2], [0.1, 0.0, 0.1], [-0.3, -0.3, 0.1], [0.2, 0.4, 0.0], [-0.2, 0.0, 0.3], [0.5, 0.0, -0.5], [0.0, 0.0, 0.1], [0.1, -0.1, 0.0], [-0.3, 0.0, 0.0], [-0.1, 0.1, -0.1], [0.0, 0.0, 0.1], [0.1, 0.0, -0.1], [0.0, 0.0, 0.0], [0.0, 0.0, 0.1], [0.0, -0.1, -0.1], [-0.1, -0.1, 0.1], [0.0, 0.0, 0.0], [0.1, -0.2, -0.4], [-0.1, 0.1, 0.0], [-0.1, -0.1, 0.0], [0.0, 0.0, -0.1], [0.0, 0.0, 0.0], [-0.1, 0.0, 0.0], [0.1, 0.0, 0.0], [0.0, 0.0, 0.1], [0.0, 0.0, 0.0], [0.0, -0.1, 0.0], [0.2, -0.2, 0.0], [-0.3, 0.3, 0.1], [0.3, 0.0, -0.1], [0.1, 0.1, 0.1], [0.1, 0.0, -0.1], [0.0, 0.0, 0.0], [-0.2, -0.2, 0.1], [-1.2, -2.9, 0.2], [1.9, 2.5, 0.1], [-0.2, -0.4, -0.2], [0.4, -0.1, 0.0], [0.0, -0.1, -0.3], [-0.1, -0.3, 0.5], [0.1, 0.6, -0.2], [0.0, -1.1, 0.4], [-0.3, 1.0, -1.2], [-0.1, 0.0, 0.0], [0.0, 0.0, 0.0], [0.0, 0.0, -0.1], [0.0, 0.0, 0.0], [0.1, 0.0, 0.0], [0.1, -0.1, 0.0], [0.0, 0.0, 0.1], [-0.6, 0.9, 0.4], [-0.3, 0.4, 0.0], [0.0, 0.0, 0.0], [0.0, 0.0, 0.0], [0.0, -0.1, 0.0], [0.0, -0.1, -0.1], [-0.2, 0.2, 0.2]]
}

Entry 3:
{
  "formula": "C22H34As3CdF2IO7S2",
  "method": "ωB97M-V/def2-TZVPD",
  "e_tot_ha": -9554.23607,
  "charge": -2,
  "e_lumo_ev": 4.1709,
  "max_force_ev_per_a": 1.85,
  "de_lowest_ev": 1.143,
  "orbital_gap_ev": 5.97,
  "elements": ["Cd", "C", "As", "C", "C", "C", "C", "C", "C", "C", "As", "C", "C", "H", "H", "H", "H", "H", "H", "H", "H", "H", "H", "H", "H", "H", "H", "H", "H", "O", "As", "O", "O", "C", "C", "C", "C", "C", "C", "S", "O", "O", "O", "H", "H", "H", "H", "H", "I", "C", "H", "H", "F", "C", "F", "H", "C", "C", "S", "O", "C", "C", "H", "H", "H", "H", "H", "H", "H", "H", "H", "H"],
  "positions_angstrom": [[0.621033, -2.734683, 0.238243], [4.679222, 2.057285, 1.313818], [3.340276, 1.106524, 0.173887], [3.831687, 2.132414, -1.468809], [1.811427, 2.172950, 0.770190], [1.719017, 3.528874, 0.468660], [0.676256, 4.301706, 0.951287], [-0.299359, 3.711096, 1.740902], [-0.217576, 2.362450, 2.046366], [0.830156, 1.573926, 1.577803], [0.997111, -0.330018, 2.078998], [-0.598621, -0.537168, 3.191663], [2.192607, 0.111167, 3.635015], [4.551784, 3.139664, 1.265452], [5.685689, 1.796010, 0.981842], [4.560898, 1.731018, 2.347495], [4.470759, 2.990636, -1.253821], [2.920807, 2.465622, -1.957663], [4.360583, 1.466094, -2.151526], [2.471814, 4.000066, -0.156509], [0.618664, 5.357178, 0.709274], [-1.128583, 4.302758, 2.112005], [-1.005266, 1.912832, 2.637455], [-1.481358, -0.335056, 2.586845], [-0.589261, 0.103600, 4.075422], [-0.640029, -1.581168, 3.496911], [1.916038, 1.052512, 4.112950], [3.229344, 0.167636, 3.298023], [2.118981, -0.703899, 4.356101], [-2.802014, 0.937888, 0.509466], [-2.365163, -0.659617, -0.251458], [-3.062368, -0.635526, -1.728389], [-0.720551, -0.703654, -0.033408], [-3.653081, -1.699311, 0.795259], [-4.817142, -1.072253, 1.221463], [-5.884492, -1.827194, 1.688026], [-5.802867, -3.214161, 1.728698], [-4.640888, -3.850125, 1.318883], [-3.586951, -3.089931, 0.846124], [-1.980415, -3.790134, 0.538863], [-1.217697, -3.198136, 1.641853], [-2.092537, -5.232935, 0.616672], [-1.535467, -3.307425, -0.770786], [-2.274146, 1.544483, -0.040848], [-4.868165, 0.007878, 1.182592], [-6.791715, -1.329525, 2.011106], [-6.643800, -3.794350, 2.090510], [-4.533542, -4.927090, 1.349844], [2.524085, -3.906993, -2.730823], [2.187544, -2.299484, -1.278282], [2.048868, -1.423227, -1.915042], [3.170042, -2.206506, -0.817701], [2.619652, -2.882407, 2.571800], [1.764539, -3.803610, 1.890606], [2.672960, -4.792051, 1.461098], [1.223317, -4.281444, 2.720143], [0.069892, 3.552652, -3.661919], [0.206919, 2.082579, -4.016889], [0.062415, 1.065626, -2.457718], [-1.061036, 1.733689, -1.758070], [-0.537388, -0.435866, -3.298817], [0.369959, -0.864875, -4.441995], [-0.028227, 4.158363, -4.565662], [0.926595, 3.915886, -3.090419], [-0.822670, 3.681418, -3.049358], [1.163747, 1.848443, -4.485556], [-0.613147, 1.776037, -4.667564], [-1.567596, -0.241086, -3.592497], [-0.559772, -1.189910, -2.514843], [0.250445, -0.234575, -5.325663], [0.137040, -1.890347, -4.725055], [1.420715, -0.843220, -4.142525]],
  "forces_ev_per_a": [[1.3, 0.5, -0.2], [-0.1, -0.2, 0.0], [0.5, 0.4, -0.1], [-0.1, -0.2, 0.1], [-0.2, -0.1, 0.2], [0.1, 0.1, -0.1], [-0.1, 0.0, 0.0], [0.0, 0.0, 0.0], [-0.1, 0.0, 0.0], [0.1, 0.0, -0.2], [0.3, 0.5, 0.6], [-0.2, 0.0, 0.0], [0.0, -0.2, -0.2], [-0.1, 0.0, -0.1], [0.0, 0.0, 0.0], [0.0, 0.0, 0.0], [-0.1, 0.0, 0.1], [-0.1, 0.0, -0.1], [0.0, 0.0, 0.0], [0.0, 0.0, 0.0], [0.0, 0.0, 0.0], [0.0, 0.0, 0.0], [0.0, 0.0, 0.0], [0.0, 0.0, 0.0], [0.1, 0.1, 0.0], [0.0, 0.0, 0.0], [-0.1, 0.0, -0.1], [0.0, 0.0, 0.0], [0.0, 0.0, 0.0], [0.3, -0.4, -0.1], [-1.0, 1.5, 0.0], [0.1, -0.3, -0.4], [0.1, -0.4, 0.1], [0.1, -0.4, -0.1], [0.1, 0.1, 0.0], [0.0, -0.1, 0.0], [-0.1, 0.1, 0.0], [0.1, -0.1, -0.1], [0.3, 0.4, 0.1], [-1.0, -1.5, 0.5], [-0.2, 0.0, 0.0], [-0.2, 0.2, 0.0], [0.0, 0.1, 0.1], [-0.1, 0.0, 0.1], [0.0, 0.0, 0.0], [0.0, 0.0, 0.0], [0.0, 0.0, 0.0], [0.0, 0.0, 0.0], [0.0, 0.1, 0.0], [0.0, 0.1, -0.5], [0.0, 0.0, 0.0], [0.0, 0.0, 0.1], [0.0, 0.0, 0.1], [0.2, -0.1, 0.3], [-0.1, 0.0, -0.1], [-0.1, 0.0, -0.1], [0.0, 0.0, 0.0], [0.0, -0.1, 0.5], [0.3, 0.1, -0.9], [-0.4, 0.2, 0.3], [0.1, 0.0, 0.2], [0.1, 0.1, 0.0], [0.0, 0.0, 0.0], [0.0, 0.0, 0.0], [0.0, 0.1, 0.0], [0.0, 0.0, 0.0], [0.0, -0.1, 0.0], [0.0, 0.0, 0.1], [0.0, 0.0, 0.0], [0.0, 0.0, 0.0], [0.0, 0.0, 0.1], [0.0, -0.1, 0.0]]
}